No. 1
Density functional theory data (the ωB97M-V functional and the def2-TZVPD basis) for a cluster of 2 separate species, C3H9N4 in total.

Last column: natural (NBO) charge in e.
Atoms and positions in Å:
C1 -0.066 -0.375 -1.123  0.00
C2 -0.478 0.330 -0.059  0.22
C3 0.944 -1.443 -0.977  -0.30
N1 -0.298 0.219 1.210  -0.03
N2 -1.365 2.149 -0.334  -0.88
N3 -0.479 1.207 1.981  -0.37
N4 1.301 -1.724 0.371  -0.81
H1 -0.411 -0.142 -2.119  0.26
H2 0.567 -2.318 -1.540  0.25
H3 1.838 -1.125 -1.535  0.27
H4 -0.793 2.543 -1.073  0.37
H5 -2.255 1.878 -0.736  0.37
H6 -0.393 1.061 2.981  0.43
H7 -0.822 2.078 1.526  0.45
H8 2.154 -2.257 0.476  0.40
H9 0.556 -2.081 0.950  0.38

The energy relative to the best compared isomer or geometry (same formula, charge and spin) comes out at 5.152 eV. The value obtained for the HOMO energy (alpha / beta) is -13.573 / -13.573 eV. As for the total charge: +1. As for the maximum force: 6.01 eV/Å. The value obtained for the molar mass is 101.13 g/mol. For the LUMO energy (alpha / beta), the calculation gives -6.287 / -6.287 eV.

---

No. 2
Density functional theory data (the ωB97M-V functional and the def2-TZVPD basis) for a cluster of 2 separate species, C3H9N4 in total.

Last column: natural (NBO) charge in e.
Atoms and positions in Å:
C1 -1.025 1.104 0.028  0.74
C2 1.862 -1.774 -0.043  -0.27
C3 -2.985 -0.460 0.023  -0.45
N1 -0.014 1.864 0.064  -0.84
N2 2.068 -0.697 -0.733  -0.13
N3 -1.876 0.357 0.066  -0.27
N4 2.162 0.554 -0.029  -0.64
H1 1.794 -2.711 -0.612  0.21
H2 1.826 -1.821 1.022  0.17
H3 -3.766 -0.250 -0.933  0.26
H4 -2.657 -1.516 0.073  0.26
H5 -3.535 -0.168 0.846  0.24
H6 0.017 2.872 -0.368  0.47
H7 0.956 1.342 0.011  0.43
H8 2.979 0.916 -0.416  0.42
H9 2.195 0.389 1.000  0.40

The multiplicity is 3. The energy relative to the best compared isomer or geometry (same formula, charge and spin) comes out at 3.933 eV. The value obtained for the HOMO energy (alpha / beta) is -10.047 / -14.390 eV. As for the total charge: +1. As for the maximum force: 8.94 eV/Å. The value obtained for the molar mass is 101.13 g/mol. For the LUMO energy (alpha / beta), the calculation gives -3.083 / -6.626 eV.

---

No. 3
Density functional theory data (the ωB97M-V functional and the def2-TZVPD basis) for the ion C3H9N4O with charge +1.

Last column: natural (NBO) charge in e.
Atoms and positions in Å:
N1 0.300 -1.043 1.283  -0.78
C1 1.567 -0.974 0.652  0.75
O1 2.109 -1.925 0.234  -0.54
N2 1.986 0.298 0.480  -0.47
N3 0.890 1.300 0.601  -0.46
C2 -0.022 0.907 -0.457  -0.33
C3 -0.923 -0.126 -0.124  0.26
N4 -1.138 -1.056 -1.015  -0.70
H1 -0.039 -1.979 1.328  0.42
H2 0.296 -0.621 2.253  0.44
H3 2.713 0.506 -0.213  0.42
H4 1.115 2.294 0.581  0.42
H5 0.688 0.596 -1.338  0.20
H6 -0.760 1.714 -0.744  0.27
H7 -1.841 0.142 0.440  0.25
H8 -0.405 -1.220 -1.842  0.44
H9 -1.849 -1.661 -0.845  0.41

The energy relative to the best compared isomer or geometry (same formula, charge and spin) comes out at 2.300 eV. The value obtained for the HOMO energy is -14.070 eV. As for the total charge: +1. As for the maximum force: 5.31 eV/Å. The value obtained for the molar mass is 117.13 g/mol. Its structure (SMILES) is NC(=O)NNCC=[NH2+]. For the LUMO energy, the calculation gives -3.652 eV.

---

Which formula does entry 1 have? C3H9N4